(1)
Formula: C5H6O
Source: OMol25
Level of theory: the ωB97M-V functional and the def2-TZVPD basis

Each atom is followed by the atoms it is bonded to, with distances in Å.
Positions of all 12 atoms, in Å:
1 C 0.56852 -1.76746 1.13677  C2 1.512, H7 1.091, H8 1.096, H9 1.096
2 C 0.75031 -0.54189 0.26926  C1 1.512, O3 1.212, C6 1.497
3 O 1.68965 -0.41805 -0.48710  C2 1.212
4 C -0.83279 2.00809 -1.69050  C5 1.301, H10 1.087, H11 1.086
5 C -0.58165 1.28113 -0.64107  C4 1.301, C6 1.311
6 C -0.33061 0.48861 0.37290  C2 1.497, C5 1.311, H12 1.089
7 H 1.33516 -2.50267 0.88687  C1 1.091
8 H -0.42716 -2.19694 0.97725  C1 1.096
9 H 0.64474 -1.50313 2.19781  C1 1.096
10 H -1.52628 1.65905 -2.45125  C4 1.087
11 H -0.34668 2.96709 -1.84316  C4 1.086
12 H -0.94321 0.52617 1.27223  C6 1.089

Results
LUMO, eV: 0.76
SMILES string: C=C=CC(C)=O
Relative energy (zero: lowest compared OMol25 entry of this formula, charge and spin), kcal per mole: 32.2
HOMO energy, eV: -9.649

(2)
Formula: C2H5N4O2
Source: OMol25
Level of theory: the ωB97M-V functional and the def2-TZVPD basis

Each atom is followed by the atoms it is bonded to, with distances in Å.
Positions of all 13 atoms, in Å:
1 C -0.31555 0.95259 -0.71785  N3 1.332, N5 1.347, H9 0.996
2 C 0.88453 -0.41575 0.60848  N4 1.417, N5 1.449, H10 1.144
3 N -0.94430 -0.21905 -0.64485  C1 1.332, N4 1.371, H11 1.006
4 N -0.24087 -1.11960 0.11242  C2 1.417, N3 1.371, H12 1.123
5 N 0.80543 0.90978 0.02843  C1 1.347, C2 1.449, H13 1.020
6 N 0.19072 -0.61473 2.65250  O7 1.152, O8 1.229
7 O 0.65144 0.03755 3.48258  N6 1.152
8 O -0.71516 -1.44298 2.58768  N6 1.229
9 H -0.64906 1.71867 -1.26075  C1 0.996
10 H 1.95570 -0.77262 0.79065  C2 1.144
11 H -1.90638 -0.46251 -0.80672  N3 1.006
12 H -0.64295 -1.73064 0.96513  N4 1.123
13 H 1.62433 1.51136 -0.06574  N5 1.020

Results
Expectation value of S²: 2.01
Spin multiplicity: 3
LUMO (spin up / spin down), eV: -4.15 / -6.51
Net charge: +1
Relative energy (zero: lowest compared OMol25 entry of this formula, charge and spin), kcal per mole: 30.0
HOMO energy (spin up / spin down), eV: -10.634 / -15.084

(3)
Formula: C3H29NO10
Source: OMol25
Level of theory: the ωB97M-V functional and the def2-TZVPD basis

Each atom is followed by the atoms it is bonded to, with distances in Å.
Positions of all 43 atoms, in Å:
1 C 2.35362 0.66329 0.00876  C2 1.539, N4 1.471, H5 1.096, H6 1.093
2 C 1.84249 1.56129 1.14983  C1 1.539, C3 1.512, H7 1.092, H8 1.098
3 C 1.82829 3.03783 0.82422  C2 1.512, H9 1.091, H10 1.099, H11 1.097
4 N 1.65899 -0.61562 -0.20425  C1 1.471, H12 1.007, H13 1.026
5 H 3.39618 0.47516 0.28955  C1 1.096
6 H 2.32115 1.21661 -0.93276  C1 1.093
7 H 2.37301 1.39802 2.09072  C2 1.092
8 H 0.80768 1.29437 1.40082  C2 1.098
9 H 1.79355 3.72007 1.67551  C3 1.091
10 H 0.91414 3.34456 0.29721  C3 1.099
11 H 2.69349 3.32593 0.21475  C3 1.097
12 H 0.99619 -0.44774 -0.94319  N4 1.007
13 H 1.03126 -0.82836 0.57848  N4 1.026
14 H 2.18937 -3.08463 -0.26811  O16 0.951
15 H 2.87321 -2.28131 -1.35201  O16 0.957
16 O 2.44846 -3.12199 -1.18221  H14 0.951, H15 0.957
17 H -1.62756 1.55931 -0.85992  O19 0.970
18 H -2.60013 1.34658 0.33443  O19 0.969
19 O -2.22992 2.01993 -0.25582  H17 0.970, H18 0.969
20 H -3.96761 0.18506 -1.35360  O22 0.964
21 H -3.06578 -0.99953 -1.22152  O22 0.971
22 O -3.87971 -0.62825 -0.84415  H20 0.964, H21 0.971
23 H 1.19743 -0.90033 -3.19426  O25 0.960
24 H 2.55323 -0.14049 -3.00795  O25 0.961
25 O 1.59818 -0.03988 -3.05339  H23 0.960, H24 0.961
26 H -1.66003 -3.04030 -1.39099  O28 0.966
27 H -0.28689 -2.48191 -1.02217  O28 0.969
28 O -1.17856 -2.20965 -1.28573  H26 0.966, H27 0.969
29 H 1.61734 -3.36554 1.64684  O31 0.963
30 H 0.23535 -2.87248 1.90641  O31 0.971
31 O 0.78586 -3.66275 2.03046  H29 0.963, H30 0.971
32 H -1.25883 -0.57603 1.66320  O34 0.982
33 H -1.31860 -1.92149 0.80834  O34 0.957
34 O -0.73985 -1.29196 1.23712  H32 0.982, H33 0.957
35 H -1.88051 1.98101 2.74812  O37 0.964
36 H -1.39532 3.07284 1.88803  O37 0.967
37 O -1.14979 2.60839 2.69988  H35 0.964, H36 0.967
38 H -3.83254 -0.24359 2.02934  O40 0.969
39 H -3.22143 -0.26942 0.72015  O40 0.992
40 O -2.97839 0.00178 1.64242  H38 0.969, H39 0.992
41 H -0.30593 1.26826 -3.05637  O43 0.963
42 H -0.11770 0.22843 -2.00304  O43 0.961
43 O -0.81336 0.71453 -2.45314  H41 0.963, H42 0.961

Results
LUMO, eV: -0.02
SMILES string: CCCN.O.O.O.O.O.O.O.O.O.O
Relative energy (zero: lowest compared OMol25 entry of this formula, charge and spin), kcal per mole: 0.0
HOMO energy, eV: -9.509